# C2H3BrClN

C2H3BrClN in the gas phase (wB97M-V/def2-TZVPD, the Open Molecules 2025 dataset).

Values from the calculation:
SMILES = [H]/N=C\[C@H](Cl)Br
E_HOMO = -10.273 eV
Charge = 0
E = -86175.74118 eV
Energy relative to the best compared isomer or geometry (same formula, charge and spin) = 0.7072 eV
Orbital gap = 10.73 eV

Each atom is followed by the atoms it is bonded to, with distances in Å.
Element x y z (Å)
1 C 0.3963 0.0192 0.4581  C2 1.647, N3 1.299, H7 1.084
2 C -0.8740 1.0624 0.3563  C1 1.647, Cl4 1.827, Br5 1.907, H6 1.039
3 N 0.9750 -1.1162 0.2038  C1 1.299, H8 1.089
4 Cl -0.3301 2.6904 -0.2691  C2 1.827
5 Br -1.3687 1.0423 2.1982  C2 1.907
6 H -1.7277 0.8585 -0.1998  C2 1.039
7 H 0.9641 0.6341 1.1473  C1 1.084
8 H 0.4823 -1.8202 -0.4658  N3 1.089